1.
{
  "formula": "C28H31N3O2",
  "method": "the ωB97M-V functional and the def2-TZVPD basis",
  "species": ["C", "C", "C", "C", "C", "C", "N", "C", "C", "N", "C", "O", "C", "C", "N", "C", "O", "C", "C", "C", "C", "C", "C", "C", "C", "C", "C", "C", "C", "C", "C", "C", "C", "H", "H", "H", "H", "H", "H", "H", "H", "H", "H", "H", "H", "H", "H", "H", "H", "H", "H", "H", "H", "H", "H", "H", "H", "H", "H", "H", "H", "H", "H", "H"],
  "coordinates": [[-2.540, -0.465, -6.917], [-1.402, -1.138, -6.209], [-0.710, -2.174, -6.820], [0.352, -2.771, -6.164], [0.732, -2.348, -4.907], [0.041, -1.317, -4.263], [0.473, -0.884, -3.011], [0.028, 0.380, -2.473], [-1.191, 0.216, -1.558], [-0.842, -0.712, -0.497], [-0.896, -0.293, 0.783], [-1.334, 0.821, 1.049], [-0.423, -1.219, 1.890], [0.480, -0.469, 2.897], [-0.245, 0.605, 3.525], [-0.241, 0.792, 4.862], [0.387, 0.078, 5.625], [-1.079, 1.931, 5.342], [-1.371, 3.043, 4.559], [-2.142, 4.069, 5.075], [-2.630, 3.996, 6.369], [-2.333, 2.897, 7.158], [-1.557, 1.873, 6.648], [1.740, 0.008, 2.204], [1.781, 1.219, 1.524], [2.937, 1.617, 0.873], [4.063, 0.813, 0.895], [4.031, -0.393, 1.574], [2.876, -0.791, 2.224], [-0.458, -1.996, -1.029], [0.755, -1.866, -1.981], [2.029, -1.526, -1.209], [-1.026, -0.723, -4.941], [-2.155, 0.291, -7.603], [-3.111, -1.184, -7.500], [-3.206, 0.027, -6.212], [-0.999, -2.509, -7.805], [0.900, -3.569, -6.643], [1.585, -2.805, -4.430], [-0.186, 1.070, -3.288], [0.849, 0.803, -1.883], [-1.472, 1.166, -1.104], [-2.041, -0.186, -2.120], [0.137, -2.070, 1.513], [-1.308, -1.582, 2.419], [0.765, -1.162, 3.699], [-0.850, 1.134, 2.908], [-0.984, 3.127, 3.554], [-2.363, 4.933, 4.464], [-3.234, 4.799, 6.764], [-2.705, 2.840, 8.170], [-1.304, 1.012, 7.249], [0.909, 1.854, 1.500], [2.957, 2.562, 0.349], [4.964, 1.127, 0.389], [4.908, -1.022, 1.602], [2.857, -1.729, 2.761], [-0.229, -2.708, -0.240], [-1.307, -2.390, -1.605], [0.885, -2.838, -2.464], [2.333, -2.372, -0.597], [1.882, -0.672, -0.555], [2.832, -1.296, -1.905], [-1.592, 0.072, -4.480]],
  "forces_ev_per_angstrom": [[0.1, 0.0, 0.0], [0.0, -0.1, -0.1], [-0.1, 0.1, 0.0], [0.0, 0.0, 0.0], [0.0, -0.1, 0.1], [0.0, 0.0, -0.3], [0.1, 0.1, 0.0], [-0.3, 0.1, 0.1], [0.1, 0.5, -0.2], [0.0, 0.1, -0.2], [0.0, -0.4, 0.0], [-0.1, 0.3, 0.3], [0.1, 0.2, 0.2], [0.0, -0.2, 0.0], [-0.2, 0.1, -0.3], [0.1, -0.1, -0.1], [0.0, -0.1, 0.2], [-0.1, 0.2, 0.3], [0.0, -0.1, 0.0], [-0.1, 0.1, 0.0], [0.0, 0.1, 0.0], [0.0, 0.0, 0.0], [0.1, -0.1, -0.1], [0.1, -0.1, 0.1], [0.0, 0.0, 0.0], [0.0, 0.1, -0.1], [0.1, 0.0, 0.0], [0.1, 0.0, 0.0], [-0.1, 0.0, 0.0], [0.3, -0.5, -0.2], [0.1, -0.3, 0.4], [-0.2, -0.1, -0.2], [0.0, 0.0, 0.1], [-0.1, 0.1, -0.1], [-0.1, 0.0, 0.0], [-0.1, 0.0, 0.0], [0.0, 0.0, -0.1], [0.1, -0.1, 0.0], [0.1, 0.0, 0.1], [0.0, 0.0, 0.0], [-0.1, 0.1, 0.0], [0.0, -0.1, -0.1], [0.0, 0.0, 0.0], [0.0, 0.0, 0.0], [0.0, 0.0, 0.0], [-0.1, 0.1, -0.2], [0.0, -0.1, 0.2], [0.0, 0.0, -0.1], [0.0, 0.1, 0.0], [0.0, 0.1, 0.0], [0.0, 0.0, 0.1], [0.0, -0.1, 0.0], [-0.1, 0.1, 0.0], [0.0, 0.1, 0.0], [0.1, 0.0, 0.0], [0.1, -0.1, 0.0], [0.0, -0.1, 0.1], [-0.1, 0.0, 0.0], [0.1, 0.0, 0.1], [-0.1, 0.1, 0.1], [0.0, -0.1, 0.1], [0.1, 0.1, 0.1], [0.1, 0.0, -0.1], [-0.1, 0.1, 0.1]],
  "de_lowest_kcal_mol": 0.0,
  "e_homo_ev": -7.787,
  "e_tot_ha": -1400.3786,
  "smiles": "Cc1cccc(N2CCN(C(=O)C[C@H](NC(=O)c3ccccc3)c3ccccc3)C[C@@H]2C)c1",
  "max_force_ha_per_bohr": 0.012
}

---

2.
{
  "formula": "C33H42F7NO25S2",
  "method": "the ωB97M-V functional and the def2-TZVPD basis",
  "species": ["O", "C", "O", "C", "C", "F", "O", "H", "H", "H", "O", "C", "O", "C", "C", "F", "O", "H", "H", "H", "O", "C", "O", "C", "C", "F", "O", "H", "H", "H", "O", "C", "O", "C", "C", "F", "O", "H", "H", "H", "O", "C", "O", "C", "C", "F", "O", "H", "H", "H", "O", "C", "O", "C", "C", "F", "O", "H", "H", "H", "O", "C", "O", "C", "C", "F", "O", "H", "H", "H", "O", "S", "O", "C", "C", "C", "C", "H", "H", "H", "H", "H", "H", "H", "H", "O", "S", "O", "C", "C", "C", "C", "H", "H", "H", "H", "H", "H", "H", "H", "C", "C", "C", "N", "C", "H", "H", "H", "H", "H"],
  "coordinates": [[3.185, 3.580, -5.747], [3.440, 3.679, -4.582], [2.716, 3.301, -3.528], [3.130, 3.905, -2.294], [4.356, 4.716, -2.792], [5.508, 4.507, -2.073], [4.577, 4.314, -4.111], [2.232, 4.407, -2.014], [3.376, 3.069, -1.582], [4.241, 5.853, -2.882], [3.202, 2.129, 0.824], [3.561, 1.069, 0.440], [3.666, 0.627, -0.838], [4.179, -0.666, -0.905], [4.203, -1.103, 0.607], [5.530, -1.369, 0.871], [3.752, 0.020, 1.338], [3.466, -1.216, -1.552], [5.253, -0.594, -1.174], [3.690, -2.018, 0.845], [0.360, -3.248, 2.046], [0.819, -3.776, 3.014], [0.171, -4.537, 3.877], [0.919, -4.488, 5.137], [2.255, -4.155, 4.718], [2.996, -5.268, 4.609], [2.151, -3.633, 3.362], [0.514, -3.625, 5.631], [0.881, -5.417, 5.648], [2.771, -3.387, 5.243], [-3.142, -3.538, -2.780], [-2.120, -4.132, -2.758], [-1.664, -4.986, -3.707], [-0.473, -5.610, -3.187], [-0.113, -4.850, -1.927], [0.817, -3.892, -2.137], [-1.301, -4.134, -1.668], [-0.619, -6.657, -3.042], [0.345, -5.443, -3.948], [0.142, -5.522, -1.059], [2.405, -4.306, -5.798], [2.227, -3.152, -5.936], [2.792, -2.308, -6.845], [2.418, -0.982, -6.458], [1.117, -1.221, -5.748], [-0.004, -1.432, -6.516], [1.355, -2.472, -5.119], [3.133, -0.625, -5.693], [2.407, -0.309, -7.259], [0.892, -0.424, -5.058], [-5.956, -4.872, 3.347], [-5.048, -4.166, 3.313], [-3.958, -4.266, 4.189], [-3.172, -3.089, 3.993], [-3.539, -2.640, 2.630], [-2.870, -3.136, 1.570], [-4.910, -3.026, 2.581], [-3.409, -2.393, 4.787], [-2.153, -3.356, 4.067], [-3.487, -1.519, 2.521], [-3.511, 1.906, 1.456], [-3.918, 1.297, 0.541], [-4.580, 0.166, 0.518], [-4.299, -0.437, -0.785], [-4.006, 0.716, -1.737], [-5.136, 1.035, -2.393], [-3.705, 1.750, -0.826], [-3.347, -0.976, -0.658], [-5.191, -1.040, -1.063], [-3.267, 0.622, -2.476], [0.733, -1.385, 5.425], [-0.015, -0.307, 4.828], [-1.450, -0.542, 4.629], [0.121, 1.228, 5.829], [0.868, 2.206, 4.911], [1.650, 1.380, 3.963], [0.804, 0.283, 3.418], [0.588, 0.975, 6.737], [-0.864, 1.537, 6.135], [0.195, 2.816, 4.334], [1.492, 2.820, 5.589], [2.617, 1.123, 4.427], [2.014, 2.001, 3.101], [1.302, -0.493, 2.894], [0.016, 0.814, 2.860], [-0.408, 3.864, -1.897], [-0.425, 5.070, -1.117], [0.836, 5.567, -0.621], [-1.401, 6.377, -2.068], [-2.804, 6.099, -1.587], [-2.732, 5.889, -0.093], [-1.621, 4.910, 0.234], [-1.075, 6.189, -3.138], [-0.940, 7.260, -1.676], [-3.435, 7.002, -1.825], [-3.179, 5.250, -2.013], [-3.650, 5.420, 0.280], [-2.613, 6.837, 0.453], [-1.840, 3.878, 0.300], [-1.050, 5.141, 1.131], [-0.423, 0.647, 0.154], [-0.367, 0.763, -1.303], [-0.594, -0.555, -1.836], [-0.874, -1.344, -0.755], [-0.762, -0.658, 0.428], [-0.183, 1.381, 0.902], [-0.315, 1.689, -1.822], [-0.679, -0.913, -2.856], [-1.005, -2.327, -0.817], [-0.786, -1.150, 1.390]],
  "forces_ev_per_angstrom": [[0.1, -0.5, 1.1], [0.6, 0.7, 0.0], [-0.7, -0.9, -1.2], [1.0, -1.4, -0.6], [0.2, 2.2, 0.2], [-0.6, -0.3, -0.1], [-0.5, -0.5, -0.4], [0.1, 0.9, 0.9], [0.0, 1.1, -0.6], [-0.1, -1.5, 0.7], [0.3, 0.3, -0.5], [-0.9, -1.1, 0.5], [-0.2, 2.2, 0.9], [-0.1, -0.6, 1.1], [0.6, 0.1, -1.1], [0.0, 0.3, 0.6], [0.6, -0.6, -1.5], [1.0, -0.1, 0.3], [-0.8, -0.5, -0.5], [-0.6, 0.0, 0.3], [0.0, -0.4, 0.0], [1.1, 0.8, -0.9], [-0.1, -0.4, 0.9], [-2.1, 0.9, -0.8], [2.0, 0.7, -2.7], [1.0, -0.9, 0.3], [-1.5, -0.3, 1.2], [-0.4, 0.0, 0.9], [-0.3, -0.7, 0.4], [0.5, 0.3, 0.9], [0.0, 0.4, -0.3], [-0.5, -0.8, 0.0], [0.4, 0.3, 1.1], [1.5, 1.0, -2.0], [-1.2, -0.5, 0.6], [0.9, -0.2, 0.0], [0.1, -0.3, 0.4], [-0.3, -0.6, 0.2], [-0.8, -0.3, 0.7], [0.0, 1.1, -0.8], [0.6, -0.8, -0.3], [-0.4, 0.6, 0.2], [-0.1, -0.5, 0.4], [0.2, -0.9, 1.3], [-0.5, -0.4, 0.5], [0.5, 0.5, -0.4], [0.3, 0.9, -0.4], [-0.3, 0.0, -0.3], [-0.2, 0.7, -1.4], [-0.2, 0.0, 0.6], [-2.4, -1.9, -0.4], [2.9, 2.0, 1.8], [-1.0, 0.0, -1.2], [0.2, -1.1, 0.5], [-1.5, 3.4, 0.1], [0.4, -0.9, -0.1], [0.6, -0.4, -0.8], [-0.1, 0.5, -0.2], [1.2, -0.3, 0.1], [-0.2, -1.1, 0.2], [0.1, 0.7, 0.9], [0.4, 0.9, -2.8], [0.1, -0.6, -0.8], [0.2, -1.0, 0.1], [-1.4, 0.5, 2.6], [-1.3, 0.6, -0.8], [0.3, -0.4, 1.4], [-0.7, -0.4, -0.1], [1.0, 0.3, 0.1], [1.4, -0.4, -0.6], [0.6, -0.4, 0.1], [-2.9, 0.0, 1.6], [1.3, 0.0, -0.4], [-0.7, -0.3, -1.4], [-0.3, 0.2, 1.9], [3.4, 1.4, -1.5], [-0.9, 1.2, 0.0], [1.2, -0.4, 0.9], [-0.5, 0.0, -0.4], [-0.5, 0.5, 0.1], [-0.2, 0.0, -0.8], [-0.5, -0.8, 0.0], [-0.4, -0.4, 0.6], [0.3, -0.7, -0.6], [0.2, -0.7, -0.2], [0.0, -0.4, -0.4], [-0.9, 0.8, -0.2], [0.1, 0.3, -0.1], [2.0, -2.1, -0.2], [0.4, 3.5, 0.3], [-0.8, -0.4, 1.2], [1.7, 1.0, -0.1], [-0.8, 0.3, 1.2], [-0.1, 0.9, 0.0], [0.3, -1.1, 0.2], [-1.1, -2.1, -1.5], [-0.1, 0.4, -0.1], [0.1, -0.3, -0.2], [-0.8, -1.1, -0.2], [-0.1, 0.3, 0.1], [-0.2, -0.7, -1.9], [-0.4, -2.4, 0.7], [-0.1, 2.8, 1.5], [0.4, 0.2, 0.3], [0.5, 0.2, -0.1], [-0.2, 0.3, -0.2], [0.4, 0.3, -0.5], [0.0, 0.0, 0.3], [-0.2, -0.6, 0.1], [-0.2, -0.2, -0.3]],
  "e_homo_ev": -8.412,
  "e_tot_ha": -4713.8985,
  "smiles": "O=C1OC[C@@H](F)O1.O=C1OC[C@@H](F)O1.O=C1OC[C@@H](F)O1.O=C1OC[C@@H](F)O1.O=C1OC[C@@H](F)O1.O=C1OC[C@@H](F)O1.O=C1OC[C@@H](F)O1.O=S1(=O)CCCC1.O=S1(=O)CCCC1.c1cc[nH]c1",
  "max_force_ha_per_bohr": 0.077
}

---

Number 1 is which compound?
C28H31N3O2